[1]
A cluster of 9 separate species, C40H107N9O11 in total at a distorted geometry, computed with ωB97M-V/def2-TZVPD.

Energy relative to the best compared isomer or geometry (same formula, charge and spin)   19.9 kcal/mol
Max |F|   2.3 eV/A
Structure (SMILES)   COC[C@H](C)N.COC[C@H](C)N.COC[C@H](C)N.COC[C@H](C)N.COC[C@H](C)N.COC[C@H](C)N.COC[C@H](C)N.COCCNCCOC.COCCNCCOC
LUMO   0.34 eV
Charge   0

Last column: Löwdin charge in e.
CARTESIAN COORDINATES (ANGSTROEM)
C  -10.085  12.726  -6.653  -0.12
O  -10.304  11.777  -7.660  -0.17
C  -10.137  12.292  -8.957  -0.22
C  -8.683  12.385  -9.428  -0.44
C  -8.595  12.946  -10.833  -0.06
N  -8.064  11.052  -9.411  0.04
H  -9.825  12.229  -5.715  0.09
H  -10.969  13.321  -6.379  0.09
H  -9.280  13.429  -6.888  0.08
H  -10.607  11.558  -9.625  0.13
H  -10.696  13.227  -9.110  0.13
H  -8.112  12.984  -8.711  0.13
H  -7.597  12.737  -11.225  0.08
H  -8.887  13.990  -10.877  0.06
H  -9.212  12.313  -11.484  0.06
H  -8.056  10.672  -8.475  0.07
H  -8.557  10.439  -10.049  0.07
C  -12.175  0.342  -12.086  -0.10
O  -12.638  0.761  -10.815  -0.19
C  -11.824  1.670  -10.131  -0.23
C  -11.759  3.018  -10.776  -0.44
C  -10.723  3.954  -10.213  -0.06
N  -13.088  3.683  -10.612  0.05
H  -12.748  -0.529  -12.383  0.09
H  -11.106  0.116  -11.993  0.09
H  -12.308  1.154  -12.808  0.08
H  -12.170  1.692  -9.098  0.13
H  -10.797  1.260  -10.045  0.12
H  -11.684  2.955  -11.870  0.11
H  -10.974  4.149  -9.159  0.09
H  -10.791  4.958  -10.634  0.06
H  -9.696  3.589  -10.186  0.07
H  -13.026  4.573  -11.124  0.02
H  -13.782  3.175  -11.155  0.07
C  -14.631  12.769  -14.904  -0.11
O  -15.095  11.555  -15.444  -0.19
C  -14.098  10.533  -15.433  -0.20
C  -14.390  9.625  -16.611  -0.42
C  -13.311  8.535  -16.724  -0.06
N  -14.371  10.335  -17.897  0.04
H  -13.827  13.175  -15.533  0.07
H  -14.210  12.601  -13.903  0.09
H  -15.433  13.499  -14.837  0.09
H  -13.096  10.968  -15.551  0.11
H  -14.211  10.055  -14.452  0.12
H  -15.358  9.137  -16.481  0.14
H  -13.419  7.840  -15.890  0.05
H  -12.308  8.959  -16.780  0.07
H  -13.499  8.009  -17.658  0.08
H  -15.139  11.001  -17.923  0.06
H  -13.558  10.959  -17.861  0.02
C  -5.545  3.762  -16.522  -0.09
O  -6.720  3.931  -15.749  -0.19
C  -7.141  5.250  -15.638  -0.22
C  -8.566  5.254  -14.996  -0.41
C  -8.780  4.167  -13.966  -0.06
N  -9.598  5.022  -16.029  0.04
H  -5.447  2.689  -16.653  0.09
H  -4.679  4.175  -15.988  0.08
H  -5.577  4.278  -17.487  0.09
H  -6.502  5.895  -15.019  0.11
H  -7.331  5.729  -16.606  0.12
H  -8.689  6.241  -14.548  0.10
H  -9.054  3.170  -14.313  0.08
H  -9.606  4.445  -13.301  0.06
H  -7.933  3.983  -13.300  0.07
H  -9.465  4.066  -16.342  0.07
H  -9.445  5.632  -16.825  0.06
C  -12.633  15.693  -21.236  -0.12
O  -12.872  14.425  -20.691  -0.18
C  -13.482  14.418  -19.425  -0.21
C  -12.558  13.991  -18.289  -0.42
C  -11.304  14.883  -18.285  -0.05
N  -12.305  12.548  -18.418  0.05
H  -13.547  16.165  -21.619  0.09
H  -11.965  15.603  -22.093  0.09
H  -12.149  16.371  -20.525  0.08
H  -13.961  15.371  -19.180  0.13
H  -14.255  13.639  -19.451  0.13
H  -13.055  14.212  -17.340  0.11
H  -10.846  14.896  -19.274  0.07
H  -10.564  14.496  -17.583  0.06
H  -11.643  15.883  -18.015  0.08
H  -11.422  12.259  -18.000  0.08
H  -12.088  12.463  -19.414  0.09
C  -5.774  11.772  -15.466  -0.11
O  -6.195  13.012  -15.995  -0.22
C  -6.573  13.062  -17.367  -0.21
C  -6.386  14.509  -17.791  -0.42
C  -7.008  14.774  -19.156  -0.07
N  -4.962  14.861  -17.941  0.04
H  -6.205  11.770  -14.460  0.08
H  -4.693  11.773  -15.299  0.09
H  -6.090  10.877  -16.002  0.09
H  -5.982  12.307  -17.894  0.13
H  -7.645  12.828  -17.481  0.12
H  -6.885  15.134  -17.053  0.13
H  -6.825  13.979  -19.888  0.08
H  -6.695  15.730  -19.565  0.08
H  -8.103  14.774  -19.137  0.06
H  -4.449  14.095  -18.369  0.07
H  -4.537  14.894  -17.016  0.07
C  -3.130  6.472  -12.973  -0.11
O  -4.520  6.587  -12.819  -0.21
C  -5.170  5.403  -12.388  -0.20
C  -6.351  5.788  -11.509  -0.41
C  -7.145  6.976  -12.051  -0.05
N  -5.871  6.215  -10.178  0.04
H  -2.609  6.135  -12.072  0.09
H  -2.780  7.464  -13.261  0.09
H  -2.849  5.809  -13.804  0.09
H  -5.523  4.842  -13.267  0.11
H  -4.480  4.768  -11.824  0.12
H  -7.029  4.938  -11.403  0.12
H  -7.881  7.278  -11.311  0.08
H  -7.613  6.760  -13.010  0.04
H  -6.431  7.776  -12.248  0.08
H  -5.526  5.426  -9.643  0.07
H  -5.073  6.827  -10.320  0.07
C  -7.982  15.552  -13.728  -0.13
O  -7.887  16.789  -13.105  -0.17
C  -8.389  16.793  -11.768  -0.20
C  -9.891  16.790  -11.755  -0.21
N  -10.384  18.073  -12.320  -0.05
C  -11.826  18.093  -12.470  -0.22
C  -12.572  18.067  -11.152  -0.24
O  -12.721  16.750  -10.656  -0.21
C  -12.909  16.679  -9.264  -0.12
H  -9.033  15.253  -13.910  0.08
H  -7.665  14.657  -13.167  0.08
H  -7.495  15.469  -14.697  0.08
H  -8.048  17.723  -11.313  0.13
H  -7.922  15.951  -11.248  0.11
H  -10.293  16.836  -10.741  0.11
H  -10.332  15.926  -12.267  0.11
H  -9.864  18.194  -13.182  0.10
H  -12.211  17.251  -13.074  0.12
H  -12.081  19.004  -13.014  0.12
H  -13.589  18.446  -11.316  0.12
H  -12.032  18.728  -10.463  0.13
H  -11.973  16.560  -8.710  0.08
H  -13.631  15.904  -9.012  0.09
H  -13.363  17.617  -8.911  0.09
C  -9.596  12.356  -14.923  -0.10
O  -10.209  11.093  -15.005  -0.19
C  -9.579  10.199  -14.096  -0.23
C  -10.414  8.965  -13.894  -0.17
N  -11.534  9.370  -13.008  -0.05
C  -12.533  8.335  -12.841  -0.22
C  -12.035  7.153  -12.053  -0.18
O  -12.939  6.028  -12.117  -0.24
C  -13.076  5.455  -13.397  -0.10
H  -10.126  13.049  -15.578  0.08
H  -8.575  12.258  -15.315  0.07
H  -9.570  12.799  -13.922  0.08
H  -9.378  10.699  -13.141  0.11
H  -8.586  9.972  -14.517  0.12
H  -9.923  8.138  -13.394  0.09
H  -10.812  8.730  -14.893  0.12
H  -11.841  10.274  -13.338  0.09
H  -12.884  8.043  -13.841  0.07
H  -13.457  8.704  -12.386  0.13
H  -12.049  7.337  -10.978  0.13
H  -11.037  6.797  -12.332  0.11
H  -13.117  6.145  -14.236  0.06
H  -14.035  4.931  -13.446  0.10
H  -12.305  4.696  -13.574  0.08

[2]
A cluster of 10 separate species, C40H111N13O23P6 in total at a distorted geometry, computed with ωB97M-V/def2-TZVPD.

Energy relative to the best compared isomer or geometry (same formula, charge and spin)   0.0 kcal/mol
Max |F|   4.8 eV/A
Structure (SMILES)   CN(C)P(=O)(N(C)C)N(C)C.CN(C)P(=O)(N(C)C)N(C)C.CN(C)P(=O)(N(C)C)N(C)C.CCOP(=O)(OCC)OCC.CCOP(=O)(OCC)OCC.CCOP(=O)(OCC)OCC.C[N+](=O)[O-].C[N+](=O)[O-].C[N+](=O)[O-].C[N+](=O)[O-]
LUMO   -0.29 eV
Charge   0

Last column: Löwdin charge in e.
CARTESIAN COORDINATES (ANGSTROEM)
C  0.464  -9.886  -3.777  -0.12
N  1.215  -9.366  -4.970  -0.28
C  0.458  -9.771  -6.222  -0.10
P  2.181  -7.923  -5.073  0.61
O  3.059  -7.775  -6.286  -0.30
N  0.959  -6.661  -4.765  -0.31
C  -0.191  -6.820  -3.858  -0.10
C  1.215  -5.343  -5.204  -0.13
N  3.057  -8.055  -3.671  -0.28
C  2.757  -7.218  -2.453  -0.10
C  3.939  -9.257  -3.360  -0.07
H  1.047  -9.587  -2.906  0.06
H  0.506  -10.972  -3.866  0.09
H  -0.482  -9.381  -3.580  0.06
H  1.056  -10.251  -6.998  0.07
H  0.048  -8.851  -6.639  0.06
H  -0.418  -10.372  -5.977  0.07
H  -0.731  -5.928  -3.542  0.08
H  -0.842  -7.405  -4.509  0.07
H  -0.030  -7.476  -3.002  0.05
H  1.930  -5.059  -4.431  0.04
H  1.768  -5.407  -6.141  0.08
H  0.325  -4.729  -5.340  0.09
H  2.659  -6.184  -2.782  0.06
H  1.804  -7.513  -2.013  0.06
H  3.531  -7.345  -1.696  0.07
H  4.428  -9.610  -4.268  0.08
H  3.298  -10.064  -3.004  0.06
H  4.625  -9.221  -2.514  0.08
C  1.749  6.997  4.821  -0.09
N  0.506  6.869  3.988  -0.32
C  -0.609  7.455  4.700  -0.13
P  0.240  5.481  3.076  0.64
O  0.154  4.221  3.927  -0.31
N  -1.280  5.895  2.298  -0.27
C  -1.621  7.117  1.516  -0.12
C  -2.339  4.893  2.126  -0.13
N  1.402  5.523  1.772  -0.29
C  1.580  6.576  0.732  -0.10
C  2.601  4.693  1.918  -0.13
H  2.673  6.702  4.324  0.06
H  1.640  6.433  5.747  0.08
H  1.864  8.055  5.059  0.08
H  -0.296  7.850  5.667  0.08
H  -1.284  6.619  4.887  0.08
H  -1.086  8.262  4.144  0.07
H  -1.723  7.009  0.437  0.07
H  -2.589  7.520  1.813  0.08
H  -0.840  7.840  1.753  0.06
H  -3.242  5.229  1.618  0.07
H  -1.868  3.999  1.716  0.04
H  -2.834  4.536  3.029  0.08
H  2.476  6.398  0.137  0.07
H  0.828  6.457  -0.048  0.07
H  1.750  7.570  1.146  0.08
H  3.240  4.767  1.038  0.07
H  2.287  3.660  2.066  0.05
H  3.254  4.975  2.743  0.06
C  0.259  2.553  -2.719  -0.11
N  -0.545  3.291  -1.672  -0.27
C  -0.153  3.348  -0.260  -0.10
P  -2.230  3.666  -2.136  0.65
O  -2.956  4.555  -1.173  -0.30
N  -2.222  4.175  -3.750  -0.34
C  -3.433  4.447  -4.476  -0.14
C  -1.198  5.118  -4.248  -0.10
N  -2.950  2.128  -2.443  -0.28
C  -2.655  1.311  -3.627  -0.13
C  -3.998  1.420  -1.637  -0.09
H  1.327  2.773  -2.721  0.07
H  -0.234  2.461  -3.686  0.06
H  0.357  1.520  -2.384  0.05
H  -0.378  2.338  0.082  0.07
H  -0.678  4.168  0.230  0.05
H  0.925  3.472  -0.155  0.07
H  -3.893  5.352  -4.080  0.09
H  -3.350  4.648  -5.544  0.08
H  -4.093  3.584  -4.387  0.08
H  -1.382  6.114  -3.844  0.09
H  -0.202  4.805  -3.936  0.06
H  -1.285  5.001  -5.328  0.08
H  -3.438  0.557  -3.701  0.05
H  -2.654  1.902  -4.542  0.07
H  -1.733  0.751  -3.469  0.06
H  -3.845  1.777  -0.618  0.06
H  -4.065  0.354  -1.855  0.07
H  -4.928  1.923  -1.901  0.08
C  2.290  0.878  1.711  -0.04
C  2.249  0.522  0.189  -0.32
O  1.005  0.034  -0.058  -0.20
P  0.673  -1.532  0.181  0.50
O  0.219  -1.793  1.520  -0.20
O  -0.355  -1.976  -1.065  -0.21
C  -1.658  -1.227  -1.112  -0.18
C  -2.756  -1.975  -0.273  -0.06
O  2.059  -2.337  -0.192  -0.22
C  2.666  -2.272  -1.493  -0.25
C  1.977  -3.199  -2.466  -0.09
H  1.398  1.498  1.806  0.06
H  2.120  0.045  2.392  0.08
H  3.117  1.427  2.162  0.07
H  2.486  1.355  -0.472  0.11
H  3.051  -0.211  0.102  0.10
H  -1.596  -0.167  -0.865  0.11
H  -1.885  -1.446  -2.155  0.08
H  -3.729  -1.485  -0.233  0.06
H  -2.948  -3.003  -0.578  0.07
H  -2.487  -2.036  0.782  0.05
H  2.483  -1.277  -1.897  0.11
H  3.715  -2.562  -1.428  0.13
H  1.846  -4.131  -1.916  0.06
H  1.066  -2.859  -2.960  0.08
H  2.601  -3.524  -3.298  0.07
C  -7.329  4.159  -0.111  -0.07
C  -5.917  3.965  0.384  -0.28
O  -5.743  3.136  1.531  -0.17
P  -6.201  1.606  1.712  0.49
O  -6.189  0.776  0.447  -0.26
O  -5.256  1.176  2.932  -0.16
C  -4.154  0.350  2.682  -0.28
C  -2.810  1.097  2.430  -0.03
O  -7.724  1.642  2.254  -0.19
C  -8.084  0.774  3.335  -0.28
C  -9.578  0.643  3.404  -0.07
H  -7.964  4.401  0.741  0.08
H  -7.549  5.008  -0.759  0.08
H  -7.720  3.259  -0.585  0.08
H  -5.253  3.768  -0.458  0.08
H  -5.427  4.906  0.637  0.11
H  -4.137  -0.344  3.522  0.11
H  -4.237  -0.488  1.990  0.09
H  -1.988  0.443  2.139  0.07
H  -2.972  1.869  1.678  0.05
H  -2.551  1.825  3.199  0.08
H  -7.538  -0.168  3.376  0.12
H  -7.877  1.393  4.208  0.12
H  -10.055  1.386  2.765  0.08
H  -9.796  -0.378  3.091  0.07
H  -10.059  0.692  4.381  0.08
C  4.839  3.855  5.549  -0.05
C  6.067  3.457  4.706  -0.31
O  6.448  4.270  3.687  -0.17
P  7.186  3.835  2.330  0.46
O  7.591  4.919  1.435  -0.22
O  6.115  2.816  1.564  -0.21
C  6.076  2.584  0.160  -0.27
C  6.626  1.201  -0.229  -0.06
O  8.316  2.842  2.835  -0.19
C  9.664  3.208  3.215  -0.23
C  10.506  3.612  1.988  -0.08
H  5.056  4.411  6.461  0.07
H  3.978  4.267  5.022  0.06
H  4.416  2.960  6.006  0.07
H  6.975  3.524  5.306  0.12
H  5.880  2.429  4.394  0.12
H  5.026  2.571  -0.129  0.10
H  6.375  3.532  -0.285  0.11
H  7.653  0.975  0.059  0.07
H  6.064  0.439  0.311  0.07
H  6.392  0.982  -1.271  0.07
H  9.622  4.081  3.867  0.11
H  10.149  2.452  3.833  0.12
H  10.453  2.884  1.178  0.08
H  10.213  4.524  1.468  0.06
H  11.467  3.875  2.429  0.08
C  -3.897  -3.955  -3.712  0.06
N  -3.199  -2.687  -4.071  -0.44
O  -3.827  -1.692  -3.819  0.05
O  -2.033  -2.631  -4.381  0.07
H  -4.370  -4.320  -4.623  0.10
H  -4.627  -3.696  -2.945  0.10
H  -3.148  -4.666  -3.364  0.09
C  3.267  -5.449  0.319  0.02
N  2.273  -6.422  0.621  -0.42
O  1.052  -6.065  0.508  0.02
O  2.612  -7.552  0.781  0.10
H  3.625  -5.532  -0.708  0.09
H  4.090  -5.623  1.011  0.12
H  2.903  -4.424  0.382  0.08
C  -5.414  -4.246  2.035  0.07
N  -4.609  -3.566  3.147  -0.46
O  -5.218  -3.196  4.120  0.06
O  -3.415  -3.577  3.080  0.06
H  -5.575  -3.395  1.375  0.09
H  -6.335  -4.689  2.414  0.09
H  -4.749  -5.037  1.688  0.09
C  -0.147  -4.957  3.341  0.01
N  0.687  -5.912  4.099  -0.44
O  -0.026  -6.671  4.725  0.07
O  1.900  -5.803  4.022  0.06
H  -0.620  -5.385  2.458  0.09
H  0.387  -4.107  2.915  0.08
H  -0.876  -4.578  4.057  0.09